DFT (wB97M-V/def2-TZVPD) results for a 2-piece molecular cluster, C4H8N2O2 overall at a distorted geometry.

Geometry as XYZ:
```
16
Properties=species:S:1:pos:R:3:forces:R:3:lowdin_charge:R:1
C 1.682 -1.060 1.228 -0.9 2.3 0.2 -0.096
C 0.465 -0.235 -0.387 0.6 0.7 1.3 -0.276
C 0.376 0.363 -1.726 -2.5 -2.5 -2.7 0.002
C -1.044 1.167 1.049 -0.6 -1.5 -1.6 0.010
N 0.888 -0.216 1.828 0.5 -1.0 -1.5 0.156
N 0.196 0.375 0.793 -0.8 -0.1 0.5 -0.096
O 1.597 -0.978 -0.154 -1.4 -0.6 1.0 0.093
O -1.755 -1.147 -0.358 1.2 -0.6 -0.4 -0.389
H 2.503 -1.512 1.748 0.1 -0.6 -0.4 0.131
H 0.507 -0.420 -2.593 -0.7 1.0 2.0 0.145
H 1.196 0.943 -1.929 2.2 1.9 0.1 0.051
H -0.556 0.929 -1.964 0.7 -0.7 0.6 0.109
H -1.334 1.403 2.066 1.0 0.1 0.1 0.094
H -1.070 1.969 0.335 0.4 0.9 0.2 0.078
H -1.834 0.516 0.648 0.1 -0.2 0.3 0.058
H -1.818 -2.098 -0.583 0.2 0.8 0.1 -0.069
```
Forces are in eV/Å.

Results
HOMO (alpha / beta) (eV): -7.8 / -7.8
HOMO-LUMO gap (alpha / beta) (hartree): 0.303 / 0.303
LUMO (alpha / beta) (eV): 0.47 / 0.47
Total charge: 0

---

DFT (wB97M-V/def2-TZVPD) results for one molecule with the formula C4H8N2O2 at a distorted geometry.

Geometry as XYZ:
```
16
Properties=species:S:1:pos:R:3:forces:R:3:lowdin_charge:R:1
C 1.267 -1.042 -0.137 1.1 -2.1 -0.1 -0.146
C -0.200 -1.108 0.250 1.0 -0.5 -2.6 -0.132
C 0.251 1.957 -0.125 0.6 -0.7 0.9 -0.002
C -1.142 -0.049 -0.379 -0.8 -0.4 -0.2 -0.349
N -0.814 1.253 0.273 0.2 -0.2 -2.1 -0.004
N 2.027 -0.058 0.133 1.0 0.8 -0.5 -0.139
O 3.238 0.062 -0.143 -1.0 0.0 0.4 -0.054
O -2.506 -0.420 -0.213 0.9 -1.2 2.4 -0.031
H 1.859 -2.003 -0.554 -1.7 2.1 0.8 0.164
H -0.372 -2.147 -0.011 -1.0 -0.1 -0.7 0.110
H -0.426 -1.132 1.257 0.1 0.5 2.6 0.088
H 0.703 1.699 -1.002 0.9 -0.4 -2.4 0.031
H 0.878 2.450 0.581 -0.1 0.7 0.6 0.067
H -1.150 -0.076 -1.492 1.3 1.1 0.7 0.168
H -1.184 1.717 1.052 -1.7 -0.7 1.4 0.120
H -2.427 -1.106 0.510 -1.0 1.1 -1.0 0.110
```
Forces are in eV/Å.

Results
HOMO (alpha / beta) (eV): -9.1 / -6.4
HOMO-LUMO gap (alpha / beta) (hartree): 0.355 / 0.199
LUMO (alpha / beta) (eV): 0.57 / -0.96
Total charge: 0

---

DFT (wB97M-V/def2-TZVPD) results for a 2-piece molecular cluster, C4H8N2O2 overall.

Geometry as XYZ:
```
16
Properties=species:S:1:pos:R:3:forces:R:3:lowdin_charge:R:1
C 0.777 -0.712 1.512 0.1 -0.2 0.2 -0.015
N -0.300 -0.172 0.749 -0.2 0.0 -0.1 -0.116
N -1.271 -0.972 0.185 0.0 -0.3 0.2 0.054
C -2.144 -0.142 -0.455 0.1 0.3 0.2 -0.087
C -1.829 1.148 -0.197 -0.2 -0.1 -0.1 0.011
C -0.601 1.159 0.565 -0.3 -0.6 0.1 -0.517
O 0.106 2.070 0.977 0.3 0.4 0.0 0.010
H 1.361 0.140 1.862 0.0 -0.1 -0.1 0.096
H 0.406 -1.278 2.376 0.1 0.1 -0.1 0.092
H 1.409 -1.359 0.895 0.0 0.1 0.1 0.090
H -0.984 -1.869 -0.185 0.1 0.3 -0.1 0.157
H -2.956 -0.556 -1.021 -0.1 -0.1 -0.1 0.117
H -2.357 2.027 -0.504 -0.1 0.1 -0.1 0.106
O 1.075 0.944 -1.637 0.1 -0.2 -0.3 -0.052
H 0.999 1.580 -0.916 0.1 0.2 0.1 0.012
H 1.755 1.281 -2.228 0.0 0.1 0.1 0.041
```
Forces are in eV/Å.

Results
SMILES: Cn1[nH]ccc1=O.O
HOMO (eV): -8.4
HOMO-LUMO gap (hartree): 0.337
LUMO (eV): 0.80
Total charge: 0

---

DFT (wB97M-V/def2-TZVPD) results for one molecule with the formula C4H8N2OS at a distorted geometry.

Geometry as XYZ:
```
16
Properties=species:S:1:pos:R:3:forces:R:3:lowdin_charge:R:1
C -0.321 1.252 1.524 -2.4 -0.4 2.0 -0.304
N -0.719 0.033 1.744 0.5 2.8 -1.3 0.014
C -0.349 -1.131 0.926 3.2 1.7 -1.1 -0.207
C -0.891 -1.287 -0.501 -0.8 2.0 -1.7 -0.162
O 0.092 -1.069 -1.616 -0.8 -0.7 1.4 -0.226
C 0.957 -0.010 -1.517 2.8 -1.6 -1.8 -0.666
S 0.305 1.427 -1.044 -2.4 3.9 -1.1 0.984
N 0.504 1.784 0.567 0.3 -2.4 0.4 -0.316
H -0.818 2.086 2.181 1.2 -1.7 -0.8 0.143
H 0.838 -1.127 0.606 -2.4 -0.3 1.7 0.158
H -0.616 -1.853 1.666 0.2 -1.6 -0.6 0.091
H -1.812 -0.605 -0.765 1.6 -1.5 0.8 0.144
H -1.013 -2.292 -0.805 -1.2 -1.2 0.6 0.097
H 1.917 -0.180 -0.995 -0.3 -0.4 -0.1 0.101
H 1.231 0.237 -2.589 0.0 -0.4 0.9 0.107
H 0.696 2.733 0.619 0.5 1.8 0.6 0.041
```
Forces are in eV/Å.

Results
SMILES: C1=N\CCOCSN/1
HOMO (eV): -8.9
HOMO-LUMO gap (hartree): 0.350
LUMO (eV): 0.60
Total charge: 0

---

DFT (wB97M-V/def2-TZVPD) results for one molecule with the formula C4H8N2OS at a distorted geometry.

Geometry as XYZ:
```
16
Properties=species:S:1:pos:R:3:forces:R:3:lowdin_charge:R:1
H -2.545 -1.871 -0.396 -0.9 -0.3 -0.5 0.039
N -1.745 -1.666 0.156 0.8 0.2 0.4 0.134
C -1.136 -0.682 -0.343 0.1 0.6 -0.3 -0.245
N -0.007 -0.112 0.253 0.1 0.0 0.0 -0.129
C 1.041 0.450 -0.607 -0.2 0.0 -0.8 -0.202
C 0.549 1.686 -1.373 0.4 0.4 0.4 -0.086
O 0.617 -1.026 1.136 0.3 -0.1 -0.2 -0.128
C 0.114 -0.978 2.373 -0.3 0.1 0.1 -0.757
S 0.650 -1.918 3.555 0.0 0.0 0.0 0.695
H -1.451 -0.101 -1.231 0.1 -0.3 0.4 0.132
H 1.861 0.739 0.033 0.1 0.0 0.3 0.117
H 1.428 -0.321 -1.304 -0.2 0.3 0.3 0.130
H -0.187 1.454 -2.127 -0.3 -0.2 -0.3 0.050
H 0.099 2.423 -0.683 0.3 -0.3 -0.3 0.087
H 1.399 2.167 -1.894 -0.4 -0.3 0.3 0.084
H -0.687 -0.244 2.452 0.0 0.0 0.1 0.079
```
Forces are in eV/Å.

Results
SMILES: [H]/N=C/N(CC)OC=S
HOMO (eV): -8.8
HOMO-LUMO gap (hartree): 0.346
LUMO (eV): 0.63
Total charge: 0

---

DFT (wB97M-V/def2-TZVPD) results for an isolated ion of composition C4H8N2P and charge +1 at a distorted geometry.

Geometry as XYZ:
```
15
Properties=species:S:1:pos:R:3:forces:R:3:lowdin_charge:R:1
C -1.816 0.328 1.062 0.6 -2.3 1.2 -0.005
C -0.522 0.048 0.301 -0.6 0.2 1.1 -0.399
C -0.156 0.969 -0.592 -0.1 1.8 -0.9 -0.107
N 0.958 1.109 -1.509 0.3 -1.1 0.5 -0.083
C 1.946 0.266 -1.697 -1.1 -0.4 1.1 -0.041
P 1.580 -1.187 -0.356 -1.6 2.3 1.8 1.109
N 0.218 -1.025 0.756 2.6 2.3 -4.2 -0.096
H -1.853 -0.337 2.069 0.0 2.0 -2.3 0.148
H -1.808 1.385 1.200 -0.4 0.6 0.8 0.071
H -2.681 0.077 0.450 0.0 -0.2 0.1 0.092
H -0.768 1.849 -0.558 -0.2 0.2 -0.5 0.119
H 0.982 1.953 -2.120 -0.2 -0.7 0.7 0.171
H 1.625 -2.395 -0.811 -0.3 -2.9 -1.8 -0.041
H 2.563 -1.382 0.515 1.8 0.4 1.0 -0.016
H -0.267 -1.656 1.292 -0.9 -2.3 1.4 0.079
```
Forces are in eV/Å.

Results
SMILES: CC1=C[NH+]=C=[PH2]N1
HOMO (eV): -13.3
HOMO-LUMO gap (hartree): 0.318
LUMO (eV): -4.62
Total charge: +1

---

DFT (wB97M-V/def2-TZVPD) results for C4H8N2S as an isolated structure at a distorted geometry.

Geometry as XYZ:
```
15
Properties=species:S:1:pos:R:3:forces:R:3:lowdin_charge:R:1
C 2.793 0.295 0.099 -2.6 2.8 -0.6 -0.436
C 0.053 -0.356 0.505 4.1 2.6 0.8 -0.683
C -2.014 0.431 -0.313 -0.1 0.5 3.5 -0.157
C -1.771 -1.064 -0.112 -3.9 0.0 -3.5 -0.172
H 2.335 1.458 -0.017 1.9 -3.1 0.1 0.105
H 2.648 0.006 1.126 1.7 0.6 0.7 -0.006
H 3.675 0.017 -0.500 -0.1 0.6 0.9 0.028
H 0.232 -0.503 1.620 0.2 1.4 -1.0 0.145
H -0.208 1.159 -0.850 1.5 0.5 -2.4 0.027
H -2.909 0.737 0.476 2.5 -0.4 -1.3 0.149
H -2.474 0.802 -1.227 0.6 -0.5 -0.4 0.093
H -2.660 -1.617 -0.545 1.3 -0.5 1.1 0.127
N -0.593 0.943 0.001 -2.8 -2.4 3.3 0.001
N -0.634 -1.478 0.208 -4.3 -2.2 -0.2 -0.050
S 1.525 -0.829 -0.471 -0.1 0.0 -0.9 0.829
```
Forces are in eV/Å.

Results
HOMO (eV): -8.5
HOMO-LUMO gap (hartree): 0.347
LUMO (eV): 1.00
Total charge: 0

---

DFT (wB97M-V/def2-TZVPD) results for one molecule with the formula C4H8N2S at a distorted geometry.

Geometry as XYZ:
```
15
Properties=species:S:1:pos:R:3:forces:R:3:lowdin_charge:R:1
H 0.801 1.495 1.582 3.0 -0.2 -4.9 -0.094
N 0.478 1.343 2.434 -5.3 1.6 5.1 0.067
C -0.792 1.743 2.214 6.2 -1.0 1.7 -0.214
C -1.329 1.581 0.983 -2.9 -0.3 -3.6 -0.292
N -1.009 0.564 0.282 -0.2 0.1 -2.0 -0.324
S 0.304 -0.356 0.471 0.0 -1.6 -1.1 0.949
C 0.058 -1.558 -1.012 -1.8 0.1 0.7 -0.444
C 1.259 -1.331 -1.899 1.0 0.5 -1.1 -0.227
H -1.422 2.074 2.922 -1.9 0.9 3.2 0.068
H -2.233 2.108 0.596 0.6 -0.3 0.7 0.124
H -0.049 -2.640 -0.604 0.2 1.9 -0.7 0.090
H -0.923 -1.225 -1.548 1.7 -0.7 1.3 0.096
H 1.649 -2.253 -2.327 -0.3 -0.2 -0.2 0.059
H 1.084 -0.606 -2.761 0.0 -0.9 1.2 0.096
H 2.123 -0.941 -1.333 -0.4 0.0 -0.1 0.046
```
Forces are in eV/Å.

Results
SMILES: [H]/N=C\C=N/SCC
HOMO (eV): -8.8
HOMO-LUMO gap (hartree): 0.321
LUMO (eV): -0.10
Total charge: 0

---

Which value of total charge does entry 4 give?
0

---

What is the total charge in the second record?
0

---

Which value of total charge does entry 4 give?
0